Entry from the Open Molecules 2025 dataset: a cluster of 11 separate species, C42H78F6N4O26S2 in total at a distorted geometry (ωB97M-V with the def2-TZVPD basis set).

The geometry in XYZ format:
```
158
Properties=species:S:1:pos:R:3:forces:R:3:mulliken_charge:R:1
S 0.541 -1.192 1.240 3.81 -8.63 -0.48 0.89
S -1.641 0.032 0.758 -2.56 1.94 -0.60 -0.21
F 2.503 -0.574 3.220 -0.88 0.47 0.16 -0.23
F 2.867 0.143 1.238 0.30 -0.23 -0.29 0.09
F 2.965 -2.022 1.764 0.44 0.20 -0.80 -0.14
F -2.565 0.411 3.144 1.16 2.11 3.81 -0.22
F -3.209 -1.374 2.321 -1.42 -1.17 -0.11 -0.17
F -4.222 0.618 1.801 2.02 -1.98 0.27 -0.22
O -6.796 -1.197 1.601 -1.90 0.17 1.46 -0.51
O 8.081 1.846 2.037 0.71 -0.21 -2.37 -0.55
O 0.604 5.595 -3.893 -1.96 1.60 1.16 -0.69
O 5.625 -1.613 3.554 0.30 2.67 -0.60 -0.38
O -0.708 7.454 -3.568 -1.28 -1.52 0.34 -0.37
O -1.581 -8.662 2.190 0.11 0.42 -0.99 -0.34
O -1.479 5.494 -3.113 -1.67 0.14 1.16 -0.31
O 5.598 -3.697 3.792 1.11 -1.38 -0.03 -0.37
O -1.861 1.369 0.171 1.31 -1.59 1.46 -0.01
O -8.990 2.349 -2.469 -1.95 0.63 0.27 -0.26
O -7.290 3.016 -3.902 -1.27 -1.28 2.47 -0.60
O 4.200 -2.436 5.055 0.61 -0.76 -0.91 -0.63
O 9.285 2.273 0.093 -2.11 -2.31 0.16 -0.33
O -7.008 1.689 -2.041 0.17 0.53 -0.62 -0.10
O -2.778 -2.967 -7.712 0.10 3.31 -0.27 -0.33
O -8.972 -0.507 1.450 0.49 -0.48 3.70 -0.40
O -8.000 -0.779 3.526 -1.61 0.31 -2.89 -0.32
O -1.917 -1.085 -0.114 0.83 0.56 0.83 -0.25
O -2.572 -0.691 -7.090 -0.15 -4.67 0.09 -0.59
O 0.011 -2.471 1.805 1.49 2.49 -0.64 -0.69
O -0.334 -8.275 0.259 -0.43 -0.50 0.51 -0.58
O 3.405 2.861 3.772 -2.94 0.00 -1.09 -0.20
O 0.834 -1.275 -0.171 0.08 0.69 0.16 -0.29
O -2.555 -2.381 -5.581 1.09 -1.10 0.55 -0.31
O 7.836 0.539 0.196 1.09 0.80 -0.25 -0.38
O -1.259 -6.634 1.430 -0.22 -0.37 1.21 -0.24
N 3.607 -0.500 -3.663 -1.04 0.50 1.01 0.12
N 2.214 4.260 -1.688 -0.62 -2.03 1.59 0.45
N -0.173 -0.025 1.763 -5.51 5.22 -0.39 -0.36
N 0.553 2.071 3.594 0.86 1.04 -0.71 0.09
C 2.382 3.797 3.191 -0.60 -0.92 0.71 -1.00
C 3.537 4.451 -1.657 0.81 3.90 -1.27 -0.49
C 1.062 3.113 2.516 0.46 0.69 1.82 1.14
C -2.557 -4.301 -7.403 -0.48 -1.45 1.97 -0.60
C 5.040 -2.594 4.174 -1.61 1.00 2.97 0.86
C -1.006 -7.886 1.185 0.77 -1.19 0.09 0.75
C -3.061 -0.112 2.115 0.03 0.92 -3.69 0.52
C 0.279 8.389 -3.863 0.73 1.49 0.70 -0.66
C -7.850 -0.912 2.172 1.20 1.34 -2.11 0.69
C 5.352 -4.910 4.512 -0.96 -1.24 -0.33 -0.20
C -0.683 -5.552 0.732 -2.15 2.64 -1.24 -0.18
C 6.495 0.192 0.526 -1.64 1.18 -0.63 0.82
C -10.074 3.171 -3.022 0.96 1.22 -1.86 -0.81
C -6.831 -0.890 4.300 0.72 0.82 0.73 0.32
C -2.312 3.537 -2.056 0.16 -0.51 -0.11 -0.58
C 4.149 -5.574 3.797 0.05 -0.16 -0.32 -1.14
C 5.328 -0.230 4.006 0.21 -0.68 -0.10 -0.66
C 5.969 -0.868 -0.374 0.41 -2.08 0.13 -1.12
C -2.616 -1.921 -6.817 0.16 2.59 -0.67 0.75
C -1.369 4.083 -3.156 -1.42 -1.12 1.51 -0.23
C -8.843 -0.100 0.097 0.41 -0.15 0.35 -0.49
C -7.130 -0.134 5.607 0.20 -1.39 1.18 -1.29
C -0.468 6.135 -3.517 4.67 0.68 -2.61 0.93
C 3.210 -2.198 -2.389 1.51 -7.06 3.74 -0.05
C 2.802 -1.049 -2.640 -3.10 8.25 -3.25 -0.75
C -7.727 2.427 -2.903 0.88 1.02 -2.05 0.64
C 2.006 2.988 -1.176 1.37 -0.71 -0.72 -1.66
C -0.104 4.142 2.183 1.19 -1.02 -0.44 -1.49
C -4.904 0.867 -1.129 -0.78 0.90 -0.64 -0.38
C 4.614 3.451 4.177 0.74 0.26 -1.02 -0.77
C 2.333 -0.867 1.917 -1.20 -0.88 0.55 0.07
C -1.834 -1.633 -4.547 0.05 0.57 -0.38 -0.28
C 4.432 -2.447 -3.000 1.32 0.51 -2.36 -0.85
C 4.606 -1.363 -3.885 0.86 -1.61 0.48 -0.70
C -1.301 -2.529 -3.460 -0.95 -0.46 0.23 -0.68
C 4.255 3.369 -1.251 1.47 1.74 -0.86 -1.41
C -5.626 1.490 -2.367 1.48 -1.04 0.97 -0.75
C 10.189 3.098 0.824 -1.35 -0.14 -0.19 -0.63
C 3.311 2.457 -1.037 -3.75 -3.51 1.60 0.73
C 8.366 1.570 0.865 0.19 0.90 1.49 0.67
C -1.950 -4.733 0.220 1.54 0.77 0.50 -0.55
C -1.180 -10.045 2.213 0.97 0.04 -0.02 -0.66
H -1.623 -4.069 -0.579 -0.04 -0.17 -0.33 -0.06
H 3.563 1.439 -0.782 -0.45 -0.15 0.18 0.48
H 0.033 9.225 -3.208 0.15 0.09 0.17 0.26
H -6.375 -0.232 6.387 0.81 -0.35 -0.45 0.41
H 5.366 2.711 4.450 -0.51 -0.55 0.01 0.16
H -6.654 -1.964 4.363 0.44 0.13 0.72 0.32
H -5.978 -0.407 3.824 -0.07 -0.20 -0.40 -0.16
H -5.542 0.202 -0.546 0.03 -0.25 -0.30 0.32
H -7.270 0.947 5.608 -0.48 -0.18 -0.86 0.31
H 6.268 -5.502 4.514 0.08 0.02 -1.06 0.33
H -2.807 -5.324 -0.105 0.29 -0.18 0.13 0.46
H -2.174 -3.035 -3.047 0.28 -0.41 0.32 0.34
H -4.008 0.365 -1.493 -0.02 -0.09 0.24 0.09
H -0.961 -1.119 -4.951 -0.47 0.32 -0.63 0.38
H 4.882 -0.936 -0.354 -0.02 0.31 0.12 -0.10
H -0.161 -4.908 1.440 -0.02 -0.31 0.14 0.18
H -5.055 2.384 -2.618 -0.72 0.41 -0.09 0.37
H -0.359 -10.144 2.923 0.48 0.23 -0.28 0.26
H 1.498 4.876 -2.046 0.36 0.12 -0.14 0.06
H 1.045 2.506 -1.075 0.00 0.08 -0.19 0.84
H 5.259 -4.827 5.595 -0.81 0.95 -0.07 0.30
H 10.384 2.493 1.710 1.01 0.76 0.13 0.34
H -8.164 -0.853 -0.304 -0.30 0.47 -1.08 0.32
H 1.308 2.546 1.618 0.03 -0.21 0.23 -0.31
H 1.936 -0.511 -2.285 0.06 -0.07 -0.08 0.65
H 5.870 1.041 0.249 0.15 0.69 0.50 -0.15
H -1.555 -4.579 -7.077 0.56 0.40 -0.93 0.29
H 2.670 -2.838 -1.707 0.31 -0.15 0.20 0.53
H -9.652 4.016 -3.566 0.57 -0.04 0.03 0.32
H -8.491 0.928 0.016 0.64 -0.18 0.15 0.24
H 5.089 -3.289 -2.841 -0.13 0.01 -0.31 0.43
H 6.264 -0.875 -1.423 0.14 0.60 0.12 0.41
H 0.079 2.473 4.390 -0.32 0.55 0.02 0.43
H -0.835 -1.959 -2.655 -0.18 0.32 -0.06 0.02
H 6.314 -1.819 0.033 -0.02 -0.37 -0.21 0.43
H -1.865 3.503 -1.062 0.49 0.32 -0.13 0.02
H 10.958 3.332 0.088 0.37 -0.23 0.64 0.21
H -0.385 3.720 -2.857 0.14 0.29 -0.71 0.10
H 5.084 0.329 3.103 0.11 0.05 0.27 -0.10
H 0.203 8.840 -4.852 0.07 -0.77 -0.32 0.28
H -4.619 1.674 -0.455 0.15 -0.07 0.00 0.22
H 2.751 4.548 2.492 0.55 -0.41 -0.26 0.51
H 1.340 1.576 3.988 0.81 -0.27 -0.02 0.30
H -3.069 -4.594 -6.486 -0.68 0.14 -0.01 0.26
H 9.629 4.004 1.057 0.37 0.16 0.44 0.25
H 5.012 3.874 3.255 0.43 0.84 0.36 0.38
H 0.092 4.547 1.190 0.47 0.30 0.11 0.33
H 3.186 -5.122 4.038 0.16 0.10 0.44 0.29
H -2.602 -0.939 -4.206 0.49 0.26 0.38 0.10
H -3.261 4.044 -1.885 -0.04 0.12 -0.69 0.49
H 1.286 8.068 -3.596 -0.09 -0.26 -0.40 0.31
H -1.662 3.817 -4.172 0.21 -0.47 0.18 0.35
H 3.777 5.472 -1.914 0.84 -0.11 -0.16 0.43
H -2.215 -4.008 0.989 -0.46 -0.33 0.20 0.09
H 3.493 0.389 -4.129 -0.08 -0.24 0.28 0.21
H 5.311 3.150 -1.195 -0.03 0.60 -0.08 0.60
H 4.557 4.121 5.035 -0.38 0.39 -0.22 0.28
H -7.924 -0.673 6.123 -0.67 0.50 -0.24 0.33
H -0.870 -10.346 1.212 -0.01 -0.11 0.17 0.32
H -10.688 2.728 -3.806 0.42 -1.08 0.23 0.32
H -2.481 2.479 -2.251 -0.26 -0.01 -0.15 0.12
H 4.041 -6.657 3.853 0.26 -0.02 0.72 0.40
H 4.528 -0.136 4.741 -0.16 -0.63 -0.34 0.41
H -10.804 3.686 -2.397 0.63 -0.87 1.37 0.33
H -0.541 -3.245 -3.774 -0.22 -0.03 -0.35 0.38
H -1.040 3.626 1.968 -0.07 -0.33 0.54 0.38
H 6.217 0.151 4.508 0.22 -0.08 -0.43 0.50
H -0.022 1.358 3.169 -0.56 -0.64 -0.71 0.14
H -5.484 0.813 -3.210 -0.62 -0.02 -0.14 0.33
H 2.000 4.367 4.038 -0.11 0.16 0.19 0.42
H 6.297 -0.037 1.573 0.68 -0.04 -0.14 0.15
H -1.880 -10.763 2.640 -0.94 0.75 -0.39 0.25
H -9.866 -0.019 -0.270 0.16 -0.79 -0.29 0.24
H 4.223 -5.436 2.718 0.43 0.31 -0.07 0.30
H 5.284 -1.176 -4.704 0.29 -0.12 0.32 0.43
H -0.244 4.959 2.891 0.12 -0.23 0.12 0.42
H -2.974 -4.916 -8.200 0.45 0.25 -0.13 0.28
H -0.049 -5.615 -0.153 0.12 -1.60 0.30 0.31
```
Positions in Å, forces in eV/Å.

Results
* Kohn-Sham gap: 7.30 eV
* HOMO: -0.2871 hartree